The following is a quantum chemistry calculation of a molecular structure, C4H4O4Sn in a non-equilibrium geometry, from OMol25.

Each line ends with the Löwdin charge.
Geometry (Å):
O1 0.868 0.055 -5.649  0.022
C1 0.713 0.895 -4.887  -0.010
Sn1 -0.269 1.019 0.021  1.494
C2 -2.394 2.163 0.665  -0.015
C3 1.485 1.586 1.628  -0.033
O2 -3.438 2.544 0.953  0.216
O3 2.524 1.984 1.929  0.214
C4 0.419 -1.865 0.763  -0.063
O4 -0.601 -0.890 0.935  -0.335
H1 1.388 -1.381 0.860  0.091
H2 0.322 -2.258 -0.242  0.114
H3 0.323 -2.637 1.528  0.134
H4 -1.341 -1.216 1.497  0.170

Properties
Lowest unoccupied orbital energy ... -10.29 eV
Total charge ... +2
2S+1 ... 1

=====

The following is a quantum chemistry calculation of 2 unconnected molecules or ions with the total composition C2HFIO2 in a non-equilibrium geometry, from OMol25.

Each line ends with the Löwdin charge.
Geometry (Å):
C1 2.492 2.887 -0.245  -0.463
C2 -0.903 0.494 -0.071  -0.647
O1 1.816 3.533 -0.907  0.209
O2 3.201 2.204 0.303  0.230
F1 -0.338 -0.596 -0.873  -0.378
I1 -3.185 0.129 -0.029  0.137
H1 -0.792 1.254 -0.916  -0.087

Properties
Energy above the lowest of the compared OMol25 structures with the same formula, charge and spin ... 29.09 kcal per mole
Lowest unoccupied orbital energy ... 2.90 eV
Total charge ... -1
2S+1 ... 1

=====

HOMO-LUMO gap per entry: 7.91 5.65 eV